{
  "formula": "C20H18N6NdO3S2",
  "method": "the ωB97M-V functional and the def2-TZVPD basis",
  "elements": ["Nd", "S", "C", "C", "N", "C", "S", "C", "N", "C", "C", "C", "N", "H", "H", "H", "H", "H", "O", "O", "C", "C", "C", "C", "C", "N", "C", "O", "N", "C", "C", "C", "C", "N", "C", "C", "C", "H", "H", "H", "H", "H", "H", "H", "H", "H", "H", "H", "H", "H"],
  "xyz": [[0.1606, -0.5288, -0.1308], [0.1944, -1.2785, 2.4614], [1.7707, -1.9427, 2.3412], [2.5387, -1.8234, 3.5488], [3.1363, -1.6777, 4.5196], [2.3819, -2.5362, 1.2506], [1.5791, -2.9968, -0.2450], [3.7596, -2.8976, 1.3150], [4.8816, -3.1524, 1.3335], [-3.6859, -4.9730, 0.3353], [-2.5307, -4.7068, -0.6434], [-1.9813, -3.3798, -0.4768], [-1.5387, -2.3344, -0.3188], [-4.0498, -5.9873, 0.1892], [-4.5093, -4.2830, 0.1612], [-3.3529, -4.8710, 1.3666], [-2.8691, -4.8119, -1.6755], [-1.7227, -5.4243, -0.4859], [1.8272, -1.4999, -1.1244], [0.7222, -1.1165, -1.9440], [3.5225, 0.8092, 1.7967], [2.5879, 1.1842, 0.6835], [2.9300, 0.9513, -0.6553], [2.1915, 1.4932, -1.6940], [1.1037, 2.3416, -1.4424], [0.5066, 2.9581, -2.5475], [-0.5535, 3.8372, -2.7323], [-0.5726, 4.5718, -3.6870], [-1.5932, 3.8655, -1.8016], [-2.1152, 2.8419, -1.0310], [-3.0015, 3.1159, 0.0130], [-3.3877, 2.0927, 0.8555], [-2.8488, 0.8277, 0.6728], [-2.0413, 0.5477, -0.3501], [-1.7353, 1.5171, -1.2181], [0.7372, 2.5628, -0.1087], [1.4539, 1.9655, 0.9300], [4.0875, -0.0972, 1.5796], [3.0013, 0.6922, 2.7454], [4.2461, 1.6174, 1.9253], [3.8241, 0.3858, -0.8836], [2.5081, 1.3222, -2.7158], [1.0780, 2.9470, -3.3799], [-2.1551, 4.6978, -1.9028], [-3.3586, 4.1268, 0.1677], [-4.0768, 2.2762, 1.6676], [-3.0850, 0.0087, 1.3413], [-1.1777, 1.2180, -2.0998], [-0.0059, 3.3031, 0.1425], [1.2183, 2.2402, 1.9510]],
  "forces_ev_per_a": [[-2.0, 2.7, 3.2], [0.3, -0.6, 0.9], [-0.5, 0.0, -0.2], [0.3, 0.0, 0.2], [-0.1, 0.0, -0.1], [-0.2, -0.3, -0.4], [0.2, 0.0, 0.5], [0.3, 0.0, 0.1], [-0.1, 0.0, 0.0], [0.1, 0.0, 0.0], [-0.3, -0.4, 0.1], [0.1, 0.3, 0.0], [-0.3, -0.5, 0.0], [0.0, 0.0, 0.0], [0.0, 0.0, 0.0], [0.0, 0.0, 0.0], [0.1, 0.0, 0.0], [0.0, 0.0, 0.0], [2.1, -0.9, -0.9], [0.6, -1.7, -3.3], [0.0, 0.0, 0.0], [0.0, 0.2, 0.0], [0.0, 0.3, 0.1], [0.0, 0.2, 0.1], [0.1, 0.1, 0.3], [0.0, -0.2, -0.1], [0.0, 0.1, 0.0], [0.0, 0.0, 0.1], [0.0, 0.1, 0.0], [0.0, -0.2, 0.0], [0.1, 0.0, -0.1], [0.0, 0.0, 0.0], [0.0, -0.1, 0.0], [-0.7, 0.6, -0.2], [-0.4, 0.0, 0.0], [0.2, 0.1, 0.0], [0.4, 0.3, -0.1], [0.0, 0.0, 0.0], [0.0, 0.0, 0.0], [0.0, 0.0, 0.0], [-0.1, -0.1, 0.0], [-0.1, -0.1, 0.0], [0.0, 0.1, -0.1], [0.0, 0.0, -0.1], [0.0, 0.0, 0.0], [0.0, 0.0, 0.0], [0.0, 0.0, 0.0], [0.1, 0.1, 0.0], [-0.1, -0.1, 0.0], [-0.1, -0.1, 0.0]],
  "charge": 1,
  "homo_ev": [-11.908, -11.946],
  "spin_multiplicity": 4,
  "homo_lumo_gap_ev": [7.686, 7.720]
}